[1]
20
Properties=species:S:1:pos:R:3:forces:R:3 method="wB97M-V/def2-TZVPD" e_tot_ev=-8368.1935 total_charge=+1 de_lowest_ev=2.6168 homo_lumo_gap_ev=7.82 homo_energy_ev=-11.264 molar_mass_g_mol=101.173 smiles="N/C=C/CCC[NH3+]"
C -0.93875 -1.24043 -1.00291 -0.747 -0.167 -2.187
C 0.18982 -0.33415 -1.51023 -0.643 -0.409 2.753
C 0.41223 0.89487 -0.58076 -1.016 -1.026 -0.728
N 1.87126 0.41055 2.90396 -0.917 0.231 2.331
C 1.52753 0.23067 1.60666 1.131 -1.166 -1.626
C 0.45855 0.72827 0.89327 0.563 0.701 2.587
N -2.17435 -0.32465 -1.14548 -0.541 -0.270 3.186
H -1.18193 -2.11783 -1.68477 0.510 1.107 0.696
H -0.80649 -1.67139 0.02016 -0.338 1.083 -0.678
H 0.19081 -0.04195 -2.53587 -0.406 -0.056 -0.793
H 1.01025 -0.93214 -1.30546 2.097 -1.196 -0.255
H 1.34522 1.25322 -0.91283 0.923 1.123 -0.640
H -0.39184 1.59413 -0.78912 0.259 0.645 -0.206
H 1.14605 0.83348 3.51277 0.883 -0.326 -0.618
H 2.54864 -0.16306 3.46721 -1.076 0.718 -1.586
H 2.35433 -0.39195 1.12009 -1.400 0.858 0.133
H -0.14417 1.51172 1.44204 0.455 -1.143 -0.397
H -2.11662 0.48243 -0.45413 -0.230 -1.438 -0.571
H -3.04398 -0.85855 -1.03225 0.106 0.363 0.370
H -2.25654 0.13677 -2.01235 0.386 0.368 -1.771

[2]
20
Properties=species:S:1:pos:R:3:forces:R:3 method="wB97M-V/def2-TZVPD" e_tot_ev=-8367.4931 total_charge=+1 de_lowest_ev=3.3172 homo_lumo_gap_ev=8.90 homo_energy_ev=-12.679 molar_mass_g_mol=101.173 smiles="CCC/C([NH3+])=C/N"
C -2.05216 2.29856 0.87325 0.417 0.938 0.520
C -0.71636 1.49710 1.02720 -0.672 0.842 0.066
C -0.75263 0.28302 0.13677 -1.959 -0.027 -0.411
C 0.40483 -0.60864 -0.10536 -1.925 1.404 1.733
C 0.90820 -0.51246 -1.31213 2.666 0.496 -2.766
N 1.67548 -1.47113 -1.92414 -0.775 0.235 1.878
N 0.73117 -1.50639 1.04923 -4.839 2.706 0.633
H -2.93565 2.05925 1.48685 0.707 -0.443 0.192
H -2.42535 2.18789 -0.15286 0.327 0.462 0.076
H -1.79362 3.36741 1.13152 -0.574 -1.009 -0.618
H 0.03700 2.14191 0.59739 0.480 0.329 0.221
H -0.47179 1.34523 2.09580 -0.077 -0.195 -0.435
H -1.09851 0.59533 -0.88773 0.401 0.029 1.053
H -1.63880 -0.29229 0.44700 0.160 -0.426 0.035
H 0.86854 0.53981 -1.88343 -0.495 -2.789 1.211
H 2.06086 -1.30461 -2.80533 0.670 0.005 -1.215
H 1.66102 -2.40560 -1.53591 0.188 0.215 -0.651
H 1.41286 -2.09703 0.77876 4.427 -1.800 -0.070
H 0.73350 -0.81669 1.89376 1.001 -1.990 -1.436
H -0.00794 -2.22345 1.24016 -0.128 1.018 -0.015

[3]
20
Properties=species:S:1:pos:R:3:forces:R:3 method="wB97M-V/def2-TZVPD" e_tot_ev=-8351.2852 total_charge=+2 spin_multiplicity=2 de_lowest_ev=7.1348 homo_lumo_gap_ev="6.86 / 6.02" homo_energy_ev="-19.416 / -19.395" molar_mass_g_mol=101.173
C 0.70968 -1.60983 -2.02578 0.865 0.243 -1.039
C 0.06984 -0.79582 -0.93466 -0.482 -0.280 0.567
C 0.73703 0.53206 -0.61866 -0.100 -0.223 -0.097
C -0.11996 1.29836 0.49407 -0.122 0.300 -0.030
C 0.19122 0.57376 1.81373 1.624 -1.504 -2.335
N -0.52341 -0.53285 1.98533 -2.189 1.150 1.391
N -1.52444 1.19728 0.20659 1.101 0.934 1.557
H 0.70412 -1.09144 -2.98879 -0.179 0.247 0.136
H 1.77088 -1.80586 -1.85195 -0.042 -0.089 0.309
H 0.23102 -2.56044 -2.22488 -0.248 -0.175 0.395
H 0.01263 -1.45465 -0.03556 0.000 0.194 -0.092
H -0.98537 -0.56011 -1.17821 0.136 -0.174 -0.104
H 1.75405 0.49347 -0.22594 0.139 -0.200 -0.198
H 0.73599 1.17897 -1.49526 -0.003 0.180 0.048
H 1.23531 0.55748 2.15751 -0.176 0.894 0.647
H -0.51441 -1.02884 2.89830 1.156 -0.628 -0.431
H -0.65504 0.78458 2.63512 -0.557 -0.240 0.554
H -2.11384 2.02987 0.11334 0.067 0.033 -0.832
H -1.94641 0.46626 0.75802 -0.824 -0.826 -0.361
H 0.23111 2.32774 0.51768 -0.167 0.164 -0.084

[4]
21
Properties=species:S:1:pos:R:3:forces:R:3 method="wB97M-V/def2-TZVPD" e_tot_ev=-10416.6698 total_charge=-1 de_lowest_ev=7.0290 homo_lumo_gap_ev=3.57 homo_energy_ev=-2.390 molar_mass_g_mol=117.172
C 0.40340 0.21488 -0.56245 1.513 0.286 1.197
N -0.67672 1.20125 -0.55858 1.951 1.661 -1.155
C -0.25209 2.61180 -0.13582 -3.909 1.706 -4.684
N 0.22969 3.44175 -1.11535 0.514 -0.636 3.118
C 0.28613 -0.62450 0.67636 -1.230 -2.512 -0.455
C -0.83060 -1.73684 0.60743 1.086 0.474 -0.542
C -0.27058 -3.12212 -0.08446 -1.141 2.141 0.986
O 0.85401 -3.47574 0.49628 0.469 -0.527 -0.142
H 1.48165 0.56822 -0.47430 -0.947 1.237 0.125
H 0.63443 -0.31561 -1.49358 -1.433 -0.439 0.014
H -0.77254 1.53812 -1.52382 -0.471 -0.932 0.000
H 0.64153 2.50743 0.58135 3.417 -1.090 3.934
H -1.11528 3.05132 0.37286 0.236 -0.129 0.423
H 1.15907 2.13943 1.41523 -1.077 0.473 -1.585
H 1.20146 3.13479 -1.24054 -0.337 -0.448 -1.335
H 1.23838 -1.12095 0.67126 0.463 -0.740 1.025
H 0.05565 -0.10662 1.60571 0.613 0.804 -0.190
H -1.72473 -1.22349 0.21709 -0.088 -0.457 -0.488
H -1.11790 -2.05762 1.60337 0.226 0.040 0.439
H -1.18681 -3.73147 0.12058 0.129 -0.636 -0.439
H -0.23816 -2.89403 -1.17861 0.014 -0.274 -0.246

[5]
21
Properties=species:S:1:pos:R:3:forces:R:3 method="wB97M-V/def2-TZVPD" e_tot_ev=-10417.7144 total_charge=-1 de_lowest_ev=5.9844 homo_lumo_gap_ev=4.46 homo_energy_ev=-2.024 molar_mass_g_mol=117.172
N -1.06244 -2.61895 0.18146 0.451 -0.625 0.106
C -0.81598 -1.20912 0.42255 -0.684 0.876 -1.196
C 0.56631 -0.75179 0.08478 0.299 -0.877 0.881
C -1.79540 -0.33767 -0.39057 -0.161 -0.036 0.374
N -3.11089 -0.64129 -0.02653 -0.077 0.570 0.171
C 1.93862 2.19444 0.90226 0.739 0.844 -1.049
C 2.43105 1.70564 -0.26327 1.961 -0.490 2.538
O 2.00415 1.96381 -1.45616 -4.137 -0.853 0.567
H -0.71936 -2.89241 -0.73893 -0.088 0.225 0.090
H -2.07408 -2.70296 0.15174 -0.217 0.027 -0.067
H -1.02446 -1.00658 1.46692 -0.068 0.027 0.316
H 1.25051 -1.26495 0.77483 0.454 -0.004 -0.599
H 0.79370 -0.86443 -0.97249 0.255 -0.329 -0.082
H 0.65601 0.29240 0.33867 -0.147 0.083 0.176
H -1.55196 -0.44113 -1.47077 0.139 -0.094 -0.121
H -1.42375 0.74970 -0.18305 0.044 0.133 -0.003
H -3.72871 -0.00221 -0.52653 -0.140 -0.320 -0.181
H 2.54407 2.20560 1.80432 -0.506 -0.420 0.039
H 1.20460 2.96954 0.69560 -0.220 0.263 0.660
H 3.23566 0.95632 -0.16971 0.260 0.358 -0.318
H 0.68236 1.69604 -0.62512 1.843 0.641 -2.303

[6]
21
Properties=species:S:1:pos:R:3:forces:R:3 method="wB97M-V/def2-TZVPD" e_tot_ev=-10415.5884 total_charge=+1 de_lowest_ev=2.6075 homo_lumo_gap_ev=9.38 homo_energy_ev=-12.587 molar_mass_g_mol=117.172 smiles="C=C(N)C[C@H]([NH3+])CO"
C 0.37352 -0.04454 2.18706 -1.149 1.729 2.665
O 1.05239 1.10039 2.74614 0.649 0.813 -1.206
C 0.29712 0.21490 0.71638 0.980 2.425 -1.641
C -1.05069 0.06866 -0.08897 0.748 -0.391 0.413
C -1.00797 -0.24372 -1.59504 1.075 -0.281 -0.199
C -1.86884 -1.04100 -2.19810 -2.248 -0.401 0.752
N 0.11161 0.25994 -2.32788 0.331 -0.172 0.820
N 1.49262 -0.38238 0.05257 -0.164 -1.865 -2.267
H 0.84161 -0.89893 2.65020 -0.084 -0.961 -0.758
H -0.63397 0.09571 2.60123 -0.132 -0.832 -0.297
H 1.47784 1.04663 3.60372 -0.232 -0.760 0.177
H 0.63050 1.30156 0.70573 -0.911 -0.976 -0.133
H -1.55773 1.02134 0.02507 -0.143 0.127 0.240
H -1.60375 -0.68477 0.46742 -0.439 -0.067 -0.456
H -2.05868 -1.32534 -3.22010 1.079 0.468 -0.530
H -2.76367 -1.37062 -1.67220 0.453 -0.122 0.608
H 0.40897 1.18620 -2.05308 -0.272 0.253 -0.335
H -0.01120 0.16885 -3.32918 0.112 0.167 0.133
H 1.49926 -0.32186 -1.03166 -0.254 1.188 1.208
H 1.44325 -1.40642 0.04442 0.327 -0.097 0.988
H 2.33116 -0.02926 0.50686 0.274 -0.242 -0.185

[7]
21
Properties=species:S:1:pos:R:3:forces:R:3 method="wB97M-V/def2-TZVPD" e_tot_ev=-10410.3154 total_charge=+1 de_lowest_ev=7.8805 homo_lumo_gap_ev=5.87 homo_energy_ev=-14.797 molar_mass_g_mol=117.172
O 1.91596 -1.57201 -0.46296 -0.572 0.062 -0.829
C 1.55135 -0.46168 -0.40948 3.967 -2.600 1.785
N 1.34702 0.70154 -0.09140 -3.435 -0.250 -1.770
C 4.51143 0.88030 -0.04755 -0.075 -0.264 -0.445
C -1.70489 -0.01616 0.30014 0.201 -0.770 -1.409
N -3.04094 0.36354 0.29117 1.396 -0.133 -0.734
C -3.67707 0.24875 -0.94926 -1.519 0.043 0.421
C -1.37944 -1.07513 1.39094 -0.512 1.066 1.388
H 3.45850 1.15298 0.04534 0.424 0.245 0.057
H 5.16282 1.71768 0.19666 -0.127 -0.080 0.078
H 4.71322 0.02218 0.58281 0.127 0.001 0.276
H 4.70474 0.55979 -1.07577 -0.035 0.179 0.078
H -1.07428 0.87985 0.49752 -0.427 0.240 0.700
H 0.40086 0.13916 -0.62518 0.159 2.731 0.559
H -1.34379 -0.40074 -0.67432 -0.496 0.154 0.039
H -4.72325 0.51261 -0.84007 -0.131 -0.019 -0.039
H -3.25830 0.93690 -1.70751 0.539 -0.004 0.141
H -3.59152 -0.75483 -1.42144 0.469 0.185 0.251
H -1.68886 -0.63864 2.34753 0.060 -0.312 -0.042
H -0.30305 -1.24564 1.45359 -0.200 -0.094 -0.397
H -1.98052 -1.95045 1.19920 0.187 -0.377 -0.108

[8]
21
Properties=species:S:1:pos:R:3:forces:R:3 method="wB97M-V/def2-TZVPD" e_tot_ev=-10414.8175 total_charge=+1 de_lowest_ev=3.3784 homo_lumo_gap_ev=8.63 homo_energy_ev=-12.319 molar_mass_g_mol=117.172 smiles="CNCC/[NH+]=C/OC"
C 1.72728 0.67618 -0.30649 0.117 0.884 2.460
C 0.50478 1.34216 0.40621 0.814 0.144 1.411
C -1.71689 0.21180 0.28781 0.007 1.960 0.474
C 3.05592 -1.28031 -0.51125 0.801 0.449 -0.050
C -3.96240 -0.51197 0.26399 1.212 -1.664 -1.117
N 1.85726 -0.69409 0.10106 0.044 -0.516 -5.074
N -0.65786 0.76372 -0.17873 -1.209 -1.814 -3.494
O -2.64754 -0.23239 -0.47014 -0.527 -0.303 0.635
H 1.41649 0.87317 -1.31164 0.763 -0.625 -1.254
H 2.74381 1.06382 -0.07220 -0.935 1.245 -0.429
H 0.46207 1.13437 1.48580 0.195 0.114 -0.234
H 0.32168 2.41273 0.26857 1.001 0.018 -0.038
H 1.77754 -0.87844 1.00915 -0.280 -0.386 4.543
H 3.97613 -0.61022 -0.41121 -1.015 -0.526 0.018
H 3.38568 -2.26778 -0.08546 -0.893 0.870 -0.608
H 2.79988 -1.28640 -1.58130 0.629 -0.680 0.213
H -3.91678 0.17312 1.16934 -0.898 -1.186 -1.235
H -3.89245 -1.66341 0.41648 -0.362 2.206 0.446
H -4.70024 -0.37402 -0.57291 0.452 0.444 1.431
H -0.66139 0.67477 -1.21696 0.485 0.207 0.749
H -1.87296 0.47319 1.30985 -0.400 -0.841 1.153

[9]
21
Properties=species:S:1:pos:R:3:forces:R:3 method="wB97M-V/def2-TZVPD" e_tot_ev=-10415.6187 total_charge=+1 de_lowest_ev=2.5772 homo_lumo_gap_ev=9.71 homo_energy_ev=-13.079 molar_mass_g_mol=117.172
C -0.26234 -0.98073 -1.52883 0.092 0.322 0.114
C -1.24189 -0.59138 -0.41084 -0.132 0.328 -0.452
C -0.85765 0.38460 0.68649 -1.024 -0.501 0.707
C -1.48834 0.32534 1.86107 0.212 0.273 0.160
C -0.01562 2.56102 0.76424 -0.291 0.645 0.368
N 0.09784 1.36203 0.39045 0.619 -0.029 -0.612
N 0.74194 0.11417 -1.88092 -0.729 -0.533 -0.568
H 0.31421 -1.88141 -1.31244 -0.030 0.178 -0.045
H -0.84683 -1.12223 -2.42988 0.067 -0.318 -0.113
H -1.57405 -1.51977 0.04315 -0.056 -0.069 0.064
H -2.12547 -0.18032 -0.91557 0.091 0.039 0.116
H -2.26236 -0.40556 2.10200 0.407 0.131 -0.145
H -1.23263 1.06320 2.62029 -0.147 -0.264 -0.021
H -0.86401 2.97295 1.32917 0.004 -0.358 -0.125
H 0.76406 3.27939 0.52773 0.132 -0.139 -0.043
H 0.92353 0.13026 -2.88238 0.364 -0.337 -0.041
H 0.35300 1.02461 -1.65184 0.179 0.247 0.546
H 1.59013 -0.02827 -1.34644 0.330 0.352 0.084
H 2.10459 -1.62980 1.35534 0.638 0.096 0.223
H 2.85963 -2.91642 1.34607 0.437 0.077 0.064
O 3.02223 -1.96168 1.33315 -1.160 -0.141 -0.283

[10]
21
Properties=species:S:1:pos:R:3:forces:R:3 method="wB97M-V/def2-TZVPD" e_tot_ev=-10410.7876 total_charge=+1 de_lowest_ev=7.4083 homo_lumo_gap_ev=6.15 homo_energy_ev=-14.231 molar_mass_g_mol=117.172
C -1.05508 0.86415 1.62972 0.594 2.047 1.245
O 0.64797 2.38604 -0.94907 1.963 -2.105 -0.887
C -0.75915 -0.56572 1.73772 -0.418 -5.018 1.122
C 0.70887 -0.95748 1.39065 1.066 1.181 0.937
C 1.06791 -0.27974 0.05686 -1.391 -6.347 -1.123
N -0.85473 0.48298 -2.54106 -0.808 -3.047 -0.415
C -0.35499 -0.68063 -2.26773 0.561 1.527 0.104
N 0.37350 -1.04652 -1.09523 -0.667 4.208 1.761
H -0.82699 1.46409 2.57171 0.040 -0.782 -1.145
H -2.12073 1.07366 1.44012 0.687 -0.028 -0.493
H -0.28874 1.19180 0.87733 -1.077 0.805 -0.070
H -0.85484 -1.05553 2.79741 -0.572 1.029 -1.855
H -1.40309 -1.19144 0.99039 0.963 1.088 1.474
H 0.78779 -2.21371 1.48066 0.007 3.279 -1.180
H 1.48210 -0.57307 2.16255 -1.351 -0.555 -1.054
H 0.62368 1.55010 -1.52568 -0.713 2.037 0.496
H 2.11189 -0.14626 -0.18296 0.239 1.766 0.038
H -1.55266 0.32414 -3.36150 1.875 0.721 1.483
H 1.56593 2.72694 -1.13294 -1.230 -0.141 0.362
H -0.30410 -1.56013 -2.89923 -0.695 -0.153 -0.271
H 1.00547 -1.79367 -1.17972 0.927 -1.511 -0.530

[11]
26
Properties=species:S:1:pos:R:3:forces:R:3 method="wB97M-V/def2-TZVPD" e_tot_ev=-38223.7655 total_charge=+1 de_lowest_ev=3.7685 homo_lumo_gap_ev=8.94 homo_energy_ev=-12.329 molar_mass_g_mol=229.303
C 1.09128 1.70825 0.36577 1.410 0.751 -0.966
C 2.05959 0.80172 -1.65754 -0.841 -1.693 1.976
C -2.70604 2.13623 -0.55931 -0.955 0.259 1.642
C -0.68144 -2.88394 1.08427 3.014 -2.271 -1.646
C -0.75757 -0.08697 0.42134 -0.514 -1.375 -2.082
N 2.01833 1.22540 -0.28293 -0.304 -0.903 -1.895
N 1.43400 2.04432 1.57993 -2.188 1.660 3.575
O -0.31936 2.28664 0.01332 2.191 -0.810 0.317
O -1.03660 0.94754 -1.98479 0.926 -1.246 -2.745
O -2.32523 -1.89605 -0.69195 -2.286 -0.117 -0.144
O -0.05495 -2.05541 -1.35763 1.022 0.292 1.367
S -1.19238 1.17990 -0.62300 -0.932 1.406 2.284
S -1.05113 -1.68531 -0.13049 0.314 0.118 -3.251
H 3.03410 0.96447 -2.01124 1.168 0.049 -0.732
H 1.79797 -0.29681 -1.63067 0.399 1.080 -0.555
H 1.33307 1.36470 -2.14496 -1.015 0.614 -1.753
H -3.47282 1.95247 0.23232 0.887 -0.271 -0.661
H -2.50964 3.20208 -0.58808 0.861 0.160 0.720
H -3.07260 2.04986 -1.53441 -1.067 -1.053 -1.373
H -0.59756 -2.31341 1.95128 0.250 0.455 1.915
H -1.39645 -3.71623 1.12035 -0.431 0.856 -0.210
H 0.33138 -3.46251 0.81097 -1.938 1.815 0.661
H -1.02636 0.17968 1.38988 -0.044 -0.160 1.917
H -0.29921 -2.05944 -2.32041 -0.732 0.408 1.358
H 2.37063 1.82449 1.81717 0.471 -0.095 0.385
H 0.75807 2.28961 2.28998 0.333 0.071 -0.106